No. 1
{
  "formula": "C50H52BrCoN2O3P2S",
  "method": "ωB97M-V/def2-TZVPD",
  "symbols": ["Co", "C", "C", "C", "C", "C", "C", "C", "Br", "C", "O", "C", "C", "C", "C", "C", "C", "H", "H", "H", "H", "H", "H", "H", "H", "H", "H", "H", "H", "H", "H", "H", "H", "H", "H", "H", "H", "N", "P", "C", "C", "C", "C", "C", "C", "C", "C", "C", "C", "C", "C", "P", "C", "C", "C", "C", "C", "C", "C", "C", "C", "C", "C", "C", "H", "H", "H", "H", "H", "H", "H", "H", "H", "H", "H", "H", "H", "H", "H", "H", "H", "H", "H", "H", "H", "C", "C", "C", "C", "C", "C", "C", "C", "C", "S", "C", "N", "H", "H", "H", "H", "H", "H", "H", "H", "C", "C", "O", "O", "H", "H", "H"],
  "positions_angstrom": [[-0.50253, -0.36511, -0.48594], [-5.61712, 2.68551, 5.18478], [-4.54523, 1.60117, 5.29906], [-3.54021, 2.02467, 6.37881], [-5.23276, 0.30558, 5.74512], [-3.80657, 1.38730, 3.98199], [-2.93200, 0.31638, 3.83766], [-2.22071, 0.14443, 2.66860], [-1.11302, -1.40867, 2.55413], [-2.28133, 1.02494, 1.57138], [-1.52226, 0.90154, 0.54981], [-3.23050, 2.08049, 1.69273], [-3.93247, 2.22936, 2.88259], [-3.60635, 3.04913, 0.55639], [-5.06614, 2.75662, 0.17221], [-3.48415, 4.49849, 1.05062], [-2.78637, 2.94911, -0.73337], [-6.14040, 2.78476, 6.13788], [-6.35156, 2.43908, 4.41808], [-5.18496, 3.65620, 4.94180], [-4.03207, 2.14119, 7.34732], [-3.07203, 2.97272, 6.11306], [-2.75091, 1.28150, 6.48318], [-5.80289, 0.47517, 6.66007], [-4.51200, -0.48511, 5.94622], [-5.91367, -0.05294, 4.97364], [-2.78884, -0.40129, 4.63348], [-4.64017, 3.04301, 2.93791], [-5.74382, 2.90056, 1.01444], [-5.15527, 1.72623, -0.16909], [-5.38056, 3.42040, -0.63600], [-4.14410, 4.71911, 1.88992], [-3.73862, 5.18359, 0.23967], [-2.45957, 4.70789, 1.36202], [-2.83766, 1.96181, -1.18190], [-1.73315, 3.18117, -0.57310], [-3.19599, 3.67821, -1.43943], [2.76629, -1.87808, -1.08082], [3.50670, -0.34896, -0.80501], [5.24321, -0.92490, -0.90961], [5.76323, -1.54395, -2.04660], [7.08414, -1.95329, -2.08465], [7.90807, -1.73911, -0.98552], [7.40491, -1.12226, 0.14763], [6.07712, -0.71760, 0.18290], [3.32474, 0.48718, -2.43617], [2.17167, 0.12651, -3.32316], [2.16936, 0.73754, -4.74376], [2.92451, 2.07345, -4.92398], [3.58190, 2.62413, -3.64225], [3.98835, 1.63074, -2.61714], [1.12040, -2.22072, -0.77972], [1.27163, -3.50422, 0.52275], [2.18976, -3.31233, 1.55126], [2.30982, -4.23875, 2.57516], [1.49947, -5.36461, 2.59000], [0.56406, -5.54959, 1.58172], [0.44977, -4.62560, 0.55539], [0.75400, -3.27935, -2.24831], [1.78602, -3.83212, -3.00290], [1.51509, -4.64986, -4.09147], [0.20414, -4.93254, -4.43643], [-0.83057, -4.38580, -3.69206], [-0.56087, -3.56149, -2.61151], [3.40260, -2.66372, -0.99184], [5.12470, -1.69222, -2.90892], [7.47694, -2.43079, -2.97231], [8.94342, -2.05235, -1.01767], [8.04457, -0.95300, 1.00371], [5.67773, -0.23487, 1.06651], [1.98564, -0.94964, -3.33436], [2.24173, 0.03269, -5.56811], [3.49000, 2.19741, -5.84529], [4.39350, 3.32170, -3.85228], [4.76145, 1.92555, -1.91130], [2.81203, -2.42404, 1.56141], [3.03129, -4.07523, 3.36466], [1.59203, -6.09148, 3.38599], [-0.08197, -6.41772, 1.59232], [-0.28875, -4.77652, -0.22197], [2.81524, -3.61020, -2.76215], [2.33215, -5.06095, -4.67020], [-0.01039, -5.56484, -5.28922], [-1.85874, -4.58472, -3.96502], [-1.35969, -3.10810, -2.05127], [0.90261, 1.39710, 1.80143], [1.01353, 2.03937, 0.45598], [1.41525, 3.36499, 0.34390], [1.72177, 3.87492, -0.90234], [1.59328, 3.07186, -2.02517], [2.24266, 3.42346, -3.32187], [1.62229, 2.85642, -4.61185], [0.87124, 1.52006, -4.42953], [0.81548, 0.90108, -3.01261], [-0.66050, -0.09721, -2.80285], [1.02132, 1.81300, -1.85100], [0.77392, 1.30080, -0.63581], [1.77419, 1.65960, 2.40355], [0.85157, 0.31504, 1.70623], [0.00662, 1.72838, 2.32516], [1.53201, 3.95783, 1.23992], [2.11096, 4.88219, -1.00251], [2.43026, 4.49723, -3.37067], [1.17567, 3.57074, -5.29884], [-0.04875, 1.38997, -4.99047], [-3.54834, -3.10818, 0.16886], [-2.95824, -1.74817, -0.17830], [-3.66504, -0.77002, -0.30785], [-1.67184, -1.80199, -0.31707], [-4.61961, -3.02473, 0.32719], [-3.06497, -3.49719, 1.06448], [-3.35175, -3.81216, -0.64212]],
  "atomic_forces_ev_per_a": [[0.6802, 0.7950, -0.4367], [0.0224, -0.0036, 0.0416], [-0.0034, 0.0289, 0.0026], [-0.0272, 0.0068, -0.0158], [-0.0038, -0.0014, -0.0324], [0.0817, -0.0949, -0.0220], [-0.0177, 0.0351, -0.0095], [-0.0557, -0.1843, 0.4621], [0.1164, 0.0475, 0.4927], [-0.3567, -0.0189, -0.1327], [0.2101, 0.1877, -0.2056], [0.0364, 0.0622, 0.0427], [0.0054, -0.0801, 0.0080], [-0.0089, -0.0387, 0.0291], [0.0166, 0.0411, -0.0021], [-0.0124, 0.0127, -0.0207], [0.0889, -0.0544, 0.0225], [-0.0212, 0.0038, 0.0367], [-0.0429, -0.0236, -0.0470], [0.0309, 0.0448, -0.0124], [-0.0433, 0.0140, 0.0639], [0.0320, 0.0471, -0.0225], [0.0501, -0.0531, 0.0122], [-0.0430, 0.0119, 0.0811], [0.0443, -0.0444, -0.0025], [-0.0437, -0.0120, -0.0436], [-0.0016, -0.0374, 0.0522], [-0.0438, 0.0401, 0.0201], [-0.0328, 0.0000, 0.0428], [0.0011, -0.0767, -0.0194], [-0.0316, 0.0511, -0.0577], [-0.0144, -0.0023, 0.0247], [-0.0214, 0.0564, -0.0468], [0.0518, 0.0065, 0.0116], [-0.0043, -0.0953, -0.0021], [0.0400, 0.0021, 0.0284], [0.0169, 0.0268, -0.0383], [0.0239, -0.2533, 0.3752], [0.0015, 0.0766, -0.0468], [0.0728, 0.0795, -0.0245], [-0.0441, -0.0157, -0.0098], [0.0148, -0.0018, 0.0239], [0.0311, -0.0171, -0.0013], [0.0608, -0.0190, 0.0017], [-0.0489, -0.0189, 0.0191], [-0.1213, -0.0371, 0.0523], [0.1432, -0.2687, -0.0968], [0.0796, -0.0266, -0.0749], [0.0802, -0.0160, -0.0539], [0.2013, 0.0429, -0.0672], [0.0963, -0.0678, 0.0638], [0.0572, 0.0931, -0.3312], [-0.0384, 0.1017, -0.0765], [0.0420, 0.0711, 0.0576], [-0.0258, -0.0317, 0.0162], [-0.0034, 0.0031, -0.0135], [0.0050, -0.0170, 0.0439], [-0.1145, 0.0000, -0.0258], [0.0670, -0.1122, 0.1435], [-0.0903, 0.0077, 0.0053], [0.0325, 0.0214, 0.0280], [-0.0376, -0.0204, -0.0365], [-0.0363, -0.0063, -0.0119], [0.1213, 0.0054, -0.0294], [-0.0628, 0.1041, -0.1431], [-0.0277, 0.0132, -0.0382], [0.0181, -0.0197, -0.0323], [0.0269, -0.0094, 0.0025], [0.0207, 0.0020, 0.0228], [-0.0074, 0.0256, 0.0204], [0.0416, 0.1166, 0.0150], [0.0005, -0.0376, -0.0084], [0.0096, -0.0222, -0.0215], [-0.0122, 0.0041, -0.0266], [0.0198, 0.0047, 0.0488], [0.0108, -0.0079, -0.0285], [0.0199, 0.0003, 0.0309], [-0.0051, -0.0149, 0.0323], [-0.0126, -0.0247, 0.0073], [0.0206, 0.0043, -0.0119], [0.0653, 0.0030, -0.0105], [0.0309, -0.0145, -0.0174], [-0.0066, -0.0080, 0.0007], [-0.0282, 0.0005, -0.0060], [-0.1621, 0.0913, 0.1083], [0.1278, 0.0505, 0.0095], [0.0390, -0.0455, 0.0373], [0.0239, -0.0615, -0.0672], [0.0194, -0.0265, 0.0271], [0.0164, -0.0276, 0.0977], [-0.1304, 0.1457, -0.0055], [-0.0753, 0.0214, -0.0207], [-0.0686, 0.0314, -0.0183], [-0.0943, 0.0319, 0.0516], [-0.1536, -0.1563, -0.0440], [0.0452, 0.1245, 0.0577], [-0.4143, -0.0381, 0.0629], [0.0517, 0.0245, 0.0172], [0.0372, 0.0681, 0.0322], [0.0153, -0.0008, 0.0189], [0.0367, 0.0264, 0.0413], [0.0154, 0.0278, -0.0029], [-0.0543, 0.0129, 0.0030], [-0.0273, 0.0377, -0.0061], [-0.0054, 0.0167, -0.0276], [-0.0229, -0.0064, 0.0045], [0.0213, -0.3445, -0.0893], [-0.3507, 0.2808, -0.0900], [-0.2629, -0.6614, -0.2828], [-0.0499, 0.0029, 0.0018], [0.0264, 0.0003, 0.0480], [0.0084, -0.0194, -0.0368]],
  "lowdin_spin": [0.92, 0.00, 0.00, 0.00, 0.00, 0.00, 0.00, 0.00, 0.01, 0.00, 0.00, 0.00, 0.00, 0.00, 0.00, 0.00, 0.00, 0.00, 0.00, 0.00, 0.00, 0.00, 0.00, 0.00, 0.00, 0.00, 0.00, 0.00, 0.00, 0.00, 0.00, 0.00, 0.00, 0.00, 0.00, 0.00, 0.00, 0.00, 0.00, 0.00, 0.00, 0.00, 0.00, 0.00, 0.00, 0.00, 0.00, 0.00, 0.00, 0.00, 0.00, 0.02, 0.00, 0.00, 0.00, 0.00, 0.00, 0.00, 0.00, 0.00, 0.00, 0.00, 0.00, 0.00, 0.00, 0.00, 0.00, 0.00, 0.00, 0.00, 0.00, 0.00, 0.00, 0.00, 0.00, 0.00, 0.00, 0.00, 0.00, 0.00, 0.00, 0.00, 0.00, 0.00, 0.00, 0.00, 0.00, 0.00, 0.00, 0.00, 0.00, 0.00, 0.00, 0.00, 0.03, 0.00, -0.01, 0.00, 0.00, 0.00, 0.00, 0.00, 0.00, 0.00, 0.00, 0.00, 0.00, 0.00, -0.01, 0.00, 0.00, 0.00],
  "s_squared": 0.965,
  "max_force_ev_per_a": 1.1,
  "homo_lumo_gap_ev": [6.3, 6.5],
  "e_lumo_ev": [2.28, 2.28],
  "charge": -1,
  "multiplicity": 2,
  "mol_weight_g_mol": 961.8,
  "e_homo_ev": [-4.01, -4.19],
  "e_tot_ha": -7309.53447
}

=====

No. 2
{
  "formula": "C4H11NO",
  "method": "ωB97M-V/def2-TZVPD",
  "symbols": ["C", "C", "C", "N", "C", "H", "H", "H", "H", "H", "H", "H", "H", "H", "H", "H", "O"],
  "positions_angstrom": [[0.13395, -0.84612, -1.42464], [0.30268, -0.67517, 0.05263], [-0.61642, -0.15997, 0.85115], [-1.96872, 0.16930, 0.51989], [1.65031, -1.14645, 0.57662], [0.41672, 0.03849, -2.01692], [-0.93719, -0.96951, -1.59396], [0.67544, -1.65940, -1.90359], [-0.66839, 1.14808, 2.02722], [-2.13922, 1.02331, 0.00370], [-2.36104, -0.64215, 0.05346], [1.96044, -2.02242, 0.00799], [1.64117, -1.32761, 1.63854], [2.32409, -0.41883, 0.12018], [0.13815, 3.22767, 0.55690], [-0.29671, 1.71273, 0.52877], [-0.25524, 2.54804, 0.00207]],
  "atomic_forces_ev_per_a": [[-1.3472, 0.2216, -0.5840], [1.7832, -1.0166, 1.1526], [-2.7380, 4.5746, 1.1902], [0.3535, -1.9629, -0.3335], [-0.5744, 0.6711, -1.6818], [0.0206, 0.1221, 0.6088], [0.1092, -0.1591, -0.4978], [-0.0117, -0.3141, 0.4983], [1.4018, -3.4527, -1.4723], [0.2060, 0.1291, 0.0614], [-0.3656, 0.3257, -0.2008], [-0.3331, -0.5039, 0.3702], [0.4994, 0.3483, 0.2096], [0.6414, 0.3483, 1.0050], [-0.0154, -0.1775, 0.1046], [0.5612, 1.1583, -0.3170], [-0.1909, -0.3125, -0.1134]],
  "nbo_charge": [-0.65, -0.09, 0.11, -0.88, -0.63, 0.24, 0.22, 0.22, 0.07, 0.39, 0.36, 0.21, 0.23, 0.22, 0.47, 0.48, -0.98],
  "max_force_ev_per_a": 5.5,
  "homo_lumo_gap_ev": 8.5,
  "e_lumo_ev": 0.04,
  "charge": 0,
  "multiplicity": 1,
  "mol_weight_g_mol": 89.1,
  "e_homo_ev": -8.48,
  "e_tot_ha": -288.82751
}

=====

No. 3
{
  "formula": "C19H26N2O6",
  "method": "ωB97M-V/def2-TZVPD",
  "symbols": ["C", "C", "O", "O", "C", "C", "C", "C", "C", "C", "C", "C", "C", "N", "C", "O", "N", "C", "O", "H", "H", "H", "H", "H", "H", "H", "H", "H", "H", "H", "H", "H", "H", "C", "C", "C", "O", "H", "H", "H", "H", "H", "H", "C", "C", "C", "O", "H", "H", "H", "H", "H", "H"],
  "positions_angstrom": [[1.59997, -1.05825, 0.09697], [0.78592, -1.37883, -1.28954], [0.03615, -2.51532, -1.30650], [0.82028, -0.59317, -2.53289], [0.98571, 0.84719, -2.28318], [-0.34544, 1.61114, -1.70639], [-1.75507, 0.91188, -1.24535], [-3.01135, 1.87988, -0.73039], [-2.94506, 3.51656, -0.65827], [-1.52275, 4.20814, -1.09040], [-0.24066, 3.27758, -1.60888], [1.12530, 4.12587, -2.01708], [2.06356, 4.46668, -0.71150], [3.08602, 3.36786, -0.52170], [-4.37677, 4.14326, -0.15562], [-4.81510, 5.40356, -0.05292], [-5.15415, 2.84564, 0.14671], [-4.51481, 1.48658, -0.20787], [-5.06969, 0.25820, -0.07635], [2.45224, -0.25581, -0.00177], [0.83606, -0.82124, 0.97291], [2.14415, -2.07104, 0.41716], [1.93555, 1.11597, -1.61880], [1.21515, 1.34064, -3.34580], [-1.89265, -0.24990, -1.29784], [-1.41795, 5.38628, -1.03446], [1.74533, 3.50824, -2.81349], [0.82063, 5.17539, -2.49324], [1.47647, 4.60739, 0.29254], [2.62066, 5.47817, -0.92820], [3.68476, 3.33999, -1.38568], [3.69087, 3.52688, 0.31372], [-5.19349, 2.82824, 1.19678], [4.02424, -3.66628, 2.73213], [3.84956, -2.28826, 3.31231], [4.58690, -1.97322, 4.58634], [3.13183, -1.45187, 2.76635], [3.43370, -3.75080, 1.81371], [5.07603, -3.83617, 2.48865], [3.67246, -4.41663, 3.44453], [5.66374, -2.06775, 4.42534], [4.26005, -2.64819, 5.38134], [4.36657, -0.94368, 4.88797], [-3.98081, -3.64651, 0.29305], [-3.28225, -4.81632, -0.34699], [-2.61242, -4.58277, -1.67472], [-3.25974, -5.92060, 0.19414], [-4.41826, -3.96229, 1.24609], [-3.26288, -2.84542, 0.48599], [-4.78236, -3.29042, -0.35888], [-1.83358, -3.82335, -1.56930], [-3.35314, -4.26844, -2.41429], [-2.14949, -5.51465, -2.01644]],
  "atomic_forces_ev_per_a": [[0.4194, -0.5880, -0.1668], [-3.5523, -5.4555, -0.1888], [4.8210, 7.4503, -0.2404], [-0.0239, 0.0903, 4.0034], [0.2734, 1.6510, -0.5419], [-3.1234, 2.4895, 1.4344], [0.4550, 3.9724, -0.0595], [1.7306, 1.8671, -0.6645], [3.4840, -2.2820, -1.4469], [-0.5558, -3.5861, -0.2232], [-2.9608, -0.5642, 0.9285], [-0.7426, -0.0580, 0.4584], [0.5242, 0.5349, -0.1319], [-0.0137, 0.6305, -0.6061], [0.0168, 2.5096, -0.5730], [2.8479, -8.6002, -0.4476], [0.9415, -0.0946, 1.2207], [-0.0490, -3.6918, -0.1809], [3.4726, 8.5736, -0.6605], [-1.9956, -1.4197, 0.2026], [1.6292, -0.3063, -2.1192], [-1.4354, 2.2346, -0.9280], [-2.2149, -0.7118, -1.1465], [-0.6508, -1.2912, 2.2362], [0.2604, 2.5305, 0.1226], [-0.1555, -2.8014, -0.2045], [-1.2455, 1.3507, 1.6890], [0.4383, -2.4877, 0.9456], [0.8304, -0.3959, -2.1349], [-1.2392, -1.6491, 0.3153], [-0.6136, 0.1051, 1.4134], [-0.7161, -0.0178, -1.1239], [-0.8659, 0.0295, -1.1902], [-0.2930, 0.1002, -0.3824], [-0.8902, 1.0405, -0.6561], [-0.1779, 0.4821, 0.0373], [0.9030, -1.0087, 0.6689], [0.1238, 0.0041, 0.2160], [-0.0474, -0.1308, 0.1844], [0.2217, -0.0145, -0.0183], [-0.0641, -0.1857, 0.1291], [0.2144, -0.0649, -0.0637], [0.0331, -0.2376, -0.0897], [-0.1488, -0.2473, 0.3999], [0.0729, -1.4436, 0.5865], [0.1510, -0.4084, -0.0021], [-0.0382, 1.3309, -0.6043], [0.1042, 0.0445, -0.2165], [-0.1363, 0.0847, -0.1935], [0.1756, 0.1924, 0.0014], [-0.1707, 0.0713, -0.1368], [0.0963, 0.1832, 0.0445], [-0.1203, 0.1895, 0.1045]],
  "nbo_charge": [-0.75, 0.78, -0.60, -0.51, -0.14, -0.03, -0.18, -0.11, -0.13, -0.19, 0.03, -0.47, -0.22, -0.87, 0.68, -0.51, -0.70, 0.66, -0.53, 0.24, 0.28, 0.28, 0.24, 0.22, 0.28, 0.25, 0.23, 0.24, 0.22, 0.18, 0.36, 0.37, 0.41, -0.72, 0.60, -0.72, -0.56, 0.23, 0.23, 0.24, 0.23, 0.23, 0.24, -0.72, 0.59, -0.73, -0.56, 0.23, 0.23, 0.23, 0.26, 0.22, 0.23],
  "max_force_ev_per_a": 9.3,
  "homo_lumo_gap_ev": 7.3,
  "e_lumo_ev": -1.71,
  "charge": 0,
  "multiplicity": 1,
  "mol_weight_g_mol": 378.4,
  "e_homo_ev": -9.01,
  "e_tot_ha": -1300.06273,
  "smiles": "CC(=O)OCc1cc2c(cc1CCN)C(=O)NC2=O.CC(C)=O.CC(C)=O"
}